Computed, not measured: a structure of composition C36H76Be2F3N5O8S2 in a non-equilibrium geometry, with ωB97M-V with the def2-TZVPD basis set.

```
132
Properties=species:S:1:pos:R:3:forces:R:3:lowdin_charge:R:1
Be -1.38124 -2.24887 2.54280 0.54 -0.07 -0.74 0.68
Be -1.95601 1.15299 4.10326 4.51 -0.42 0.63 0.86
F -1.51993 -0.84639 4.02623 -2.76 -1.68 -1.22 -0.33
N -0.44225 -1.09211 1.77781 0.62 2.64 4.05 -0.30
S -0.61166 -0.29201 0.46978 -3.83 1.06 -6.74 0.62
O 0.56866 -0.26310 -0.36065 -7.96 0.04 6.37 -0.36
O -1.46489 0.87042 0.38668 0.61 -2.84 3.46 -0.26
F -1.45590 -1.46664 -0.19789 -0.78 3.00 1.65 -0.19
S 0.46713 0.12797 2.57873 1.90 -2.16 0.77 0.77
O -0.44202 0.97312 3.32560 -0.87 -0.96 -2.94 -0.33
O 1.54805 0.78068 1.89148 -1.98 -2.80 0.14 -0.15
F 1.21779 -0.84717 3.60782 -1.33 -1.58 -2.12 -0.11
C -2.46038 2.52050 -1.10507 -0.63 0.17 -0.38 -0.04
C -1.49798 3.73336 -1.07624 0.56 -0.57 1.56 -0.41
C -0.31274 3.34437 -0.06961 -0.72 1.52 -0.38 -0.14
C 0.63405 2.37747 -0.63952 0.07 -1.16 -2.04 -0.19
C 1.16421 2.76607 -2.04222 0.25 1.58 2.82 -0.12
C 0.05780 3.20135 -2.99570 0.54 -1.17 -1.73 -0.43
N -0.88641 4.13353 -2.37305 -0.24 -0.32 0.57 -0.06
O -1.98394 4.37140 -3.29015 0.80 0.16 0.61 -0.02
C 0.76186 3.85679 -4.22707 -1.03 1.82 0.41 -0.01
C -0.67689 1.95034 -3.62506 -2.12 1.31 -2.08 -0.06
C -2.24001 5.00486 -0.50397 0.96 -1.09 -1.21 -0.01
H -2.01268 1.52744 -1.14367 -0.04 1.01 -1.46 0.04
H -3.23843 2.61836 -1.86215 0.09 0.13 -0.06 0.10
H -2.94028 2.38947 -0.13521 -0.41 0.80 0.11 0.07
H 0.22696 4.24721 0.21621 -0.06 0.37 0.00 0.12
H -0.67578 2.88512 0.84985 -0.39 0.46 -0.33 0.06
H 0.07205 1.44941 -0.74411 0.60 1.36 -0.64 0.06
H 1.46667 2.14192 0.02333 0.10 0.24 -0.01 0.11
H 1.61827 1.88464 -2.49500 1.90 3.55 1.78 0.03
H 1.98303 3.43878 -1.78711 -0.23 0.88 -0.84 0.14
H 1.43834 3.24354 -4.82239 -0.03 -0.09 0.43 0.09
H 0.05521 4.35255 -4.89262 -0.67 -0.96 -0.39 0.08
H 1.19216 4.81444 -3.93408 1.07 -0.35 0.60 0.09
H -1.27815 2.33506 -4.44882 -0.84 0.87 0.44 0.09
H -0.12333 1.30099 -4.30330 -1.16 1.87 0.96 0.03
H -1.38274 1.33152 -3.07103 0.41 0.08 0.46 0.08
H -2.74919 4.80414 0.43866 0.11 0.04 -0.01 0.07
H -2.95508 5.32756 -1.26069 -0.19 0.05 0.29 0.08
H -1.45737 5.75976 -0.42841 -0.23 0.24 0.32 0.09
H -1.94857 5.32963 -3.24400 -0.42 0.25 -0.55 0.10
C 0.76211 -5.36392 0.31072 -0.13 1.11 1.14 0.02
C 0.12457 -3.92652 0.46329 -1.27 0.48 -2.30 -0.34
C -0.19668 -3.30176 -0.97102 2.66 -1.83 1.14 -0.21
C -1.41166 -3.72550 -1.73724 -0.10 -0.72 1.38 -0.13
C -2.57072 -3.44871 -0.81297 -1.56 -2.32 -0.54 -0.11
C -2.54153 -4.11529 0.63337 -0.76 0.94 -2.20 -0.46
N -1.20584 -3.87458 1.17981 -0.24 4.48 0.71 -0.13
O -1.16408 -4.40512 2.44182 0.66 -0.84 1.87 0.02
C -3.69182 -3.35624 1.38175 1.45 -1.10 0.69 0.00
C -2.91750 -5.59138 0.61416 -0.21 -0.93 -0.70 0.00
C 1.14242 -2.95187 1.14234 0.22 -0.59 -0.44 -0.02
H 1.16946 -5.55523 1.30348 0.23 -0.54 -0.02 0.09
H 1.60475 -5.29797 -0.37754 -0.05 0.18 0.06 0.10
H 0.17031 -6.22304 -0.00519 -0.50 0.39 -0.01 0.09
H -0.11159 -2.21521 -0.95511 0.31 -1.78 0.53 0.05
H 0.67430 -3.63770 -1.53372 0.28 -0.21 0.27 0.13
H -1.33701 -4.77922 -2.00593 -0.09 -0.19 0.12 0.14
H -1.54076 -3.20152 -2.68428 0.03 0.06 0.33 0.11
H -3.36921 -4.03354 -1.26957 -0.78 0.72 -0.04 0.13
H -2.73405 -2.37102 -0.81265 -1.21 -1.21 -0.01 0.12
H -4.63026 -3.53429 0.85665 0.14 0.55 -0.17 0.12
H -3.86566 -3.72711 2.39187 0.13 -0.21 0.18 0.09
H -3.42762 -2.30123 1.45412 -0.22 0.68 -0.25 0.07
H -3.99574 -5.70778 0.50484 -0.05 0.20 0.12 0.10
H -2.52974 -6.17880 -0.21811 0.38 0.36 -0.23 0.10
H -2.67098 -6.19421 1.48818 0.03 0.30 0.37 0.09
H 2.14153 -3.17981 0.77096 0.05 -0.41 0.46 0.12
H 1.05274 -2.96996 2.22849 0.55 -0.74 0.26 0.08
H 1.01239 -1.88692 0.94979 0.64 -1.61 -0.85 0.03
H -1.14487 -5.33414 2.20067 0.07 -1.13 1.40 0.11
C 0.28214 4.90033 4.66770 -0.06 -0.61 2.36 0.00
C -0.12750 3.54029 4.06431 -0.25 1.48 -2.99 -0.40
C 1.10005 3.03869 3.21694 -1.33 -0.71 -0.33 -0.16
C 2.12495 2.35813 4.00747 1.36 0.63 2.96 -0.14
C 1.52644 1.29327 4.96483 -0.81 0.43 -1.54 -0.10
C 0.31101 1.74236 5.78305 -1.35 -2.39 1.67 -0.40
N -0.71291 2.42356 4.91145 -0.15 0.50 -0.17 -0.13
O -1.94467 2.71672 5.61560 1.15 0.77 -0.11 0.03
C -0.45925 0.39666 6.19723 0.74 0.18 0.71 -0.01
C 0.75836 2.52415 7.07938 -0.08 -0.49 -1.72 0.03
C -1.20171 3.93409 3.04592 -0.39 0.47 -0.15 -0.04
H 0.81169 5.60753 4.02932 -0.36 -0.49 -0.57 0.12
H 0.95249 4.76530 5.51652 0.16 -0.03 0.03 0.07
H -0.58154 5.40195 5.10422 -0.14 0.17 -0.18 0.10
H 0.88545 2.23823 2.50891 -0.91 2.60 0.07 0.05
H 1.58251 3.81148 2.61852 -0.47 0.50 0.32 0.16
H 2.55324 3.11090 4.66930 0.89 0.04 -0.21 0.12
H 2.83046 1.98789 3.26365 0.53 -0.22 0.83 0.13
H 2.15771 0.76353 5.67826 0.49 0.24 -0.34 0.16
H 1.11779 0.57443 4.25465 1.48 1.61 3.32 0.01
H -1.45998 0.46370 6.62400 -0.06 0.89 0.40 0.09
H -0.63138 -0.35814 5.42992 0.99 0.48 0.14 0.04
H 0.11726 -0.09157 6.98296 0.07 -0.08 -0.01 0.11
H -0.14395 2.91670 7.54828 0.50 0.82 0.23 0.09
H 1.29711 1.96556 7.84477 -0.51 -0.86 -0.26 0.11
H 1.57295 3.15336 6.72073 -0.68 1.08 0.41 0.08
H -2.02006 4.49052 3.50285 -0.19 -0.26 0.06 0.10
H -1.55172 3.15596 2.36760 -0.45 -0.71 0.47 0.06
H -0.80953 4.59731 2.27492 0.35 0.26 0.32 0.10
H -1.57812 3.23852 6.33321 -1.01 0.57 1.06 0.11
C 1.39729 0.52064 -3.51367 0.68 -4.79 -1.49 -0.05
C 1.59365 -0.95415 -2.98033 2.26 0.26 -0.66 -0.28
C 0.26013 -1.77607 -3.12453 0.27 1.34 0.69 -0.15
C -0.02556 -2.35777 -4.46472 -1.58 0.11 -1.00 -0.21
C 1.05709 -3.23014 -4.95628 1.36 0.70 0.79 -0.16
C 2.43674 -2.50142 -4.97151 -0.82 -2.27 0.69 -0.45
N 2.68012 -1.75187 -3.71894 -1.85 -0.68 1.16 -0.10
O 3.95378 -1.16220 -3.63243 -0.34 0.50 -0.78 -0.01
C 3.39428 -3.81398 -4.96018 0.69 2.68 -1.55 -0.02
C 2.36600 -1.66463 -6.25475 1.48 -0.07 -0.19 -0.02
C 2.05182 -0.88914 -1.44884 2.78 -1.59 -3.19 -0.01
H 0.65244 0.44253 -4.30563 1.68 -1.45 0.13 0.05
H 2.26534 0.93958 -4.02267 0.47 -0.02 0.50 0.13
H 1.00109 1.20804 -2.76627 -1.33 -4.01 -1.75 0.00
H 0.15275 -2.45530 -2.27882 0.86 1.47 -3.02 0.01
H -0.54352 -1.04278 -3.05721 -0.21 0.35 0.82 0.12
H -0.47303 -1.52379 -5.00543 1.10 0.22 -1.26 0.12
H -0.89704 -3.00175 -4.58281 -0.57 -0.22 1.14 0.11
H 0.88703 -3.70760 -5.92128 -0.01 0.18 0.05 0.13
H 1.12211 -4.01856 -4.20644 -0.03 -0.33 0.05 0.11
H 3.20964 -4.27215 -5.93182 -0.02 -0.55 0.20 0.08
H 4.42698 -3.46898 -5.01120 0.19 0.00 0.00 0.07
H 3.35846 -4.50435 -4.11743 -0.75 0.29 -0.02 0.07
H 3.40359 -1.44856 -6.50932 -0.10 0.57 -0.39 0.09
H 1.90653 -2.16822 -7.10527 0.23 -0.47 0.12 0.08
H 1.77539 -0.75179 -6.17720 0.25 0.10 0.54 0.08
H 1.51732 -1.71305 -0.97600 1.45 -0.16 -0.34 0.05
H 1.67659 -0.02326 -0.90336 4.51 0.35 -3.07 0.00
H 3.10619 -0.95445 -1.18027 0.46 -0.40 -0.86 0.10
H 4.35190 -1.51716 -2.83425 -0.01 -0.27 0.05 0.09
```
Positions in Å, forces in eV/Å.

Properties
Net charge: +2
F_max: 10.2 eV Å⁻¹
DFT total energy: -92979.990 eV
Relative energy (zero: lowest compared OMol25 entry of this formula, charge and spin): 557.9 kJ/mol
HOMO level: -11.15 eV

---

Computed, not measured: a cluster of 7 separate species, C34H83Cl4N5 in total in a non-equilibrium geometry, with ωB97M-V with the def2-TZVPD basis set.

```
126
Properties=species:S:1:pos:R:3:forces:R:3:lowdin_charge:R:1
C 19.82800 29.04100 9.63400 1.20 -5.28 -0.86 -0.09
C 21.31400 29.14500 9.28800 -2.63 2.12 -4.32 -0.21
N 21.66600 28.51100 7.96100 -2.21 -2.55 2.56 -0.14
C 22.66200 29.09300 7.21200 -3.65 2.55 -3.97 -0.35
C 23.82000 29.56700 7.83300 3.46 -2.18 5.82 -0.12
C 21.91200 27.08100 8.18000 -9.46 1.24 -0.25 -0.20
C 21.40200 26.21600 7.03800 10.94 2.64 1.38 -0.01
H 19.30000 29.42500 8.86700 -2.15 1.47 -2.47 0.02
H 19.64600 29.53700 10.51800 -0.58 0.83 2.12 0.03
H 19.49500 27.85400 9.66900 0.76 3.00 0.30 0.13
H 21.66600 28.72600 10.10800 3.29 -1.93 3.44 0.06
H 21.48100 30.22600 9.25500 0.60 -0.15 -0.06 0.11
H 22.23400 30.00800 6.81500 -0.94 0.85 0.10 0.10
H 22.78200 28.74700 6.08900 0.32 -0.80 2.48 0.18
H 24.16100 29.91700 8.92800 -2.44 -1.41 -1.20 0.16
H 24.03900 30.43400 7.48500 2.31 5.22 -3.41 0.01
H 24.50100 28.81700 7.70100 2.99 -1.34 -0.59 0.05
H 21.20900 26.78000 9.06700 1.18 0.51 -1.31 0.14
H 22.76700 26.86500 8.49300 7.86 -1.68 2.40 0.04
H 20.60200 26.56800 6.87100 -11.16 3.74 -2.90 -0.02
H 21.55100 25.33400 7.33800 -0.13 -7.33 2.28 0.02
H 22.11500 26.27700 6.26000 0.41 0.57 -1.54 0.08
C 12.53100 32.52300 17.17800 3.32 -4.94 0.04 -0.04
C 13.87400 32.59100 16.31400 -4.13 -7.84 0.30 -0.15
N 13.61200 31.90200 14.98100 -1.85 -2.08 0.93 -0.19
C 14.41700 32.32100 13.87200 -5.47 3.01 -0.90 -0.36
C 15.76100 32.71400 14.08800 4.61 1.25 -0.90 -0.12
C 13.59800 30.43200 14.95600 -1.19 -1.72 2.51 -0.25
C 12.80700 29.76600 13.80200 2.21 1.15 -1.66 -0.09
H 11.76000 32.76600 16.58900 -2.87 0.95 -2.39 0.01
H 12.60200 33.20300 17.92300 0.19 1.99 2.69 0.01
H 12.24300 31.43500 17.64800 1.15 2.60 -1.16 0.13
H 14.73400 32.23300 16.82500 0.81 -0.70 0.67 0.10
H 14.06300 33.45400 15.99200 1.28 7.59 -1.86 0.03
H 13.78400 33.17400 13.53800 0.69 0.99 0.52 0.12
H 14.22800 31.93800 12.83600 0.45 -1.58 1.32 0.14
H 16.34700 32.83600 15.07900 -1.78 0.09 -1.40 0.12
H 15.87500 33.59100 13.37600 0.67 -0.65 1.32 0.09
H 16.25900 31.91700 13.57700 1.57 -0.41 -0.10 0.06
H 13.21100 29.89000 15.93300 0.44 1.63 -1.56 0.14
H 14.62400 30.28300 15.00600 2.19 -1.78 -0.37 0.07
H 13.28400 29.75800 12.72500 -1.03 0.54 2.17 0.11
H 11.92000 30.28900 13.91600 -1.87 2.03 -1.06 0.04
H 12.31700 28.84100 13.88800 0.63 -2.12 0.95 0.04
C 24.03400 37.13300 13.93400 2.72 0.81 -2.04 -0.09
C 23.94500 36.33300 12.62500 -0.55 2.41 -1.89 -0.29
N 25.19200 35.62400 12.29300 -1.12 0.03 -3.33 -0.16
C 25.60000 34.47900 13.09600 8.41 9.70 -1.59 -0.42
C 24.68500 33.87600 13.77800 -8.67 -10.59 1.97 -0.17
C 25.21100 35.17200 10.88000 3.12 6.04 0.11 -0.21
C 26.69400 35.30500 10.28400 -1.90 1.62 -0.14 -0.07
H 24.46400 36.49700 14.72500 -0.49 0.63 0.02 0.07
H 23.10200 37.59600 14.08600 -1.34 0.16 0.90 0.04
H 24.72200 38.03800 13.67900 -0.71 -1.68 0.88 0.11
H 23.60800 37.15900 11.71700 1.66 -2.06 2.22 0.16
H 23.00100 35.80400 12.57600 -0.17 -1.14 0.36 0.06
H 26.20200 35.08800 13.81400 0.20 -0.27 0.60 0.13
H 26.51100 33.96600 12.71700 -1.34 -0.32 -0.63 0.15
H 23.59700 34.13100 14.13000 2.73 0.49 -0.35 0.13
H 25.26100 33.19700 14.40100 -0.79 -0.06 1.28 0.08
H 24.40800 32.99300 12.96400 -0.56 1.30 1.71 0.14
H 24.57700 35.87600 10.29600 0.29 -0.76 0.18 0.11
H 24.96200 34.22400 10.76300 -1.70 -4.46 -0.55 0.05
H 27.41900 34.64700 10.64600 0.93 -1.20 1.30 0.03
H 27.13500 36.33300 10.33800 -0.73 -0.76 0.02 0.09
H 26.61700 35.00200 9.26200 -0.05 0.12 -1.05 0.05
C 17.13700 34.07900 10.67000 3.52 3.59 -1.27 -0.07
C 18.43000 33.91200 11.53500 -0.27 -1.91 -2.73 -0.18
N 19.75600 34.01200 10.77800 -3.96 -1.69 -4.21 -0.12
C 20.90700 33.99400 11.51500 -2.58 0.60 -0.18 -0.40
C 21.01000 32.94400 12.45100 0.89 -3.14 2.26 -0.07
C 19.81000 33.00700 9.62000 4.00 -0.88 3.00 -0.17
C 20.90600 33.31900 8.54900 1.45 -5.14 4.27 -0.03
H 17.13200 33.36300 9.94900 -0.51 -2.47 -1.88 0.02
H 17.18300 35.04500 10.01400 -0.33 -1.24 1.56 0.11
H 16.33100 34.02000 11.31300 -1.84 0.10 1.01 0.02
H 18.17400 32.91700 11.98200 1.08 0.45 0.17 0.11
H 18.27500 34.65900 12.23300 0.83 1.51 1.85 0.08
H 20.78400 34.85100 11.97700 -0.66 4.49 3.60 0.03
H 21.72100 34.38300 11.01300 2.40 -0.75 -1.80 0.11
H 20.20500 32.48400 13.13200 0.68 0.79 -1.96 0.13
H 21.62700 33.40600 13.12600 1.87 0.67 2.55 0.03
H 21.70000 32.29100 11.98600 0.19 -2.18 0.00 0.07
H 19.02200 33.24000 9.16200 -6.68 1.62 -3.86 0.00
H 19.58900 31.91800 9.89000 1.18 1.04 0.06 0.13
H 20.81300 32.77600 7.59700 0.59 -1.22 0.97 0.06
H 21.88300 33.36700 9.13800 -0.68 -0.68 -1.63 0.10
H 20.79600 34.18200 8.14500 -1.11 6.46 -1.72 -0.01
C 21.60000 33.23300 4.84300 -1.22 0.88 2.20 -0.10
C 21.16000 32.91100 3.46400 -4.05 3.13 1.45 -0.14
N 19.78200 33.77900 3.20600 0.96 -3.86 4.70 -0.14
C 19.52100 34.10300 1.89600 -1.22 3.40 -1.82 -0.33
C 19.79200 33.26400 0.72100 5.00 1.43 1.88 -0.07
C 18.60800 33.11200 3.85700 1.41 -4.02 -0.85 -0.31
C 17.53600 34.02300 4.22500 2.64 3.26 -0.97 -0.12
H 20.78500 33.22900 5.66900 0.71 0.20 -1.96 0.08
H 22.06900 34.18200 4.90500 0.25 1.20 0.01 0.06
H 22.28500 32.59500 5.33300 1.12 -1.34 -0.19 0.05
H 20.89200 31.94300 3.47000 -1.36 -3.68 -0.22 0.06
H 21.84300 32.96800 2.69600 1.62 1.10 -1.61 0.08
H 20.20100 34.91100 1.89900 0.48 1.84 -1.49 0.10
H 18.44000 34.52900 1.70700 1.95 -0.48 0.94 0.16
H 20.57000 32.54400 0.88300 0.76 -0.18 -0.21 0.08
H 19.91400 33.84800 -0.13300 0.85 1.13 -1.36 0.07
H 19.00600 32.79000 0.54400 -6.76 -4.76 -1.68 -0.01
H 18.83600 32.54400 4.84000 0.46 0.68 -1.79 0.13
H 18.18600 32.32800 3.09200 0.71 0.78 1.38 0.14
H 16.96100 33.59300 4.94300 -2.16 -1.02 1.84 0.04
H 17.03300 34.33000 3.32600 -0.68 0.59 0.08 0.06
H 18.16700 34.85300 4.68200 -1.46 -0.28 -0.41 0.12
Cl 20.36000 37.71900 11.80900 -0.04 -0.05 2.66 0.63
C 20.12300 37.90300 10.14700 2.27 0.72 -3.49 -0.77
C 18.76700 38.42300 9.79600 -2.53 0.82 2.08 -0.74
Cl 18.49200 38.91700 8.12400 0.25 -0.58 -0.50 0.55
H 20.40600 36.81900 9.74300 -0.69 2.73 0.00 0.11
H 20.77800 38.83900 9.81300 -0.47 -2.63 0.31 0.11
H 18.51200 39.41200 10.32100 0.85 -1.61 -0.20 0.09
H 17.99500 37.70700 10.17500 0.35 0.47 -0.82 0.07
Cl 19.11700 30.60000 16.28400 -0.44 0.00 -0.05 0.57
C 20.75200 30.36800 16.85600 2.01 0.49 3.04 -0.67
C 21.62900 31.58800 16.40000 0.14 -4.67 2.19 -0.68
Cl 23.34100 31.30700 16.44700 1.01 -0.32 0.45 0.61
H 21.16800 29.41900 16.50600 -0.22 0.28 -0.18 0.06
H 20.80300 30.33000 18.04200 -0.47 -0.03 -2.46 0.12
H 21.38900 32.40100 16.92300 -0.88 3.26 2.05 0.03
H 21.41700 31.66500 15.45100 -1.15 1.01 -5.11 -0.03
```
Positions in Å, forces in eV/Å.

Properties
F_max: 13.8 eV Å⁻¹
DFT total energy: -94120.533 eV
SMILES string: CCN(CC)CC.CCN(CC)CC.CCN(CC)CC.CCN(CC)CC.CCN(CC)CC.ClCCCl.ClCCCl
Relative energy (zero: lowest compared OMol25 entry of this formula, charge and spin): 411.4 kJ/mol
HOMO level: -7.90 eV

---

Number 1: Kohn-Sham gap 2.68 eV. Number 2: Kohn-Sham gap 8.39 eV.